1.
The following is a DFT calculation (ωB97M-V/def2-TZVPD) of a cluster of 2 separate species, CH3BrO2 in total.

Its calculated total energy is -2764.30263 hartree. The HOMO energy is -9.872 eV. The value obtained for the energy above the lowest of the compared OMol25 structures with the same formula, charge and spin is 55.0 kcal/mol. As for the HOMO-LUMO gap: 9.302 eV.

Element x y z (Å)
1 Br 1.96102 0.21556 0.22641
2 O -1.02820 -0.12441 1.93494
3 O 1.02546 -0.12308 -1.28865
4 C -1.14906 0.02718 0.75895
5 H 1.63806 -0.19329 -2.01521
6 H -1.88611 0.73228 0.32368
7 H -0.56117 -0.53425 0.05989

Force components x, y, z for each atom (eV/Å):
0.5 0.1 -0.1
-0.1 0.1 0.9
-0.6 0.0 0.3
-0.8 0.3 -0.1
0.7 0.0 -0.3
0.0 0.0 0.1
0.3 -0.5 -0.6

2.
The following is a DFT calculation (ωB97M-V/def2-TZVPD) of the molecule C3H6N2OS at a distorted geometry.

Its calculated total energy is -700.71771 hartree. The HOMO energy is -8.849 eV. The value obtained for the energy above the lowest of the compared OMol25 structures with the same formula, charge and spin is 107.6 kcal/mol. As for the HOMO-LUMO gap: 7.912 eV.

Element x y z (Å)
1 S 2.82757 1.06901 0.19905
2 O 1.28790 -2.37226 0.21460
3 N -2.14885 0.31871 0.60293
4 N -1.04193 0.43509 -0.38918
5 C 1.30090 0.83923 -0.45201
6 C 0.74708 -1.56476 -0.41117
7 C 0.30077 0.05052 0.14031
8 H -2.00364 0.68321 1.62889
9 H 0.50917 -1.66140 -1.46252
10 H 1.20125 1.43155 -1.44064
11 H 0.36777 -0.00854 1.27854
12 H -2.29395 -0.72029 0.76430
13 H -1.05404 1.49994 -0.67310

Force components x, y, z for each atom (eV/Å):
-1.7 -0.4 -0.6
1.0 -1.5 1.7
0.5 -1.4 1.2
-0.6 2.1 1.6
4.5 3.0 -1.1
-1.6 3.7 -0.6
-1.9 -2.5 0.9
0.6 -0.5 -2.6
-0.4 -0.1 -0.8
-0.6 -1.4 1.5
-0.1 0.2 -1.5
0.2 1.7 -0.6
0.2 -2.9 0.8

3.
The following is a DFT calculation (ωB97M-V/def2-TZVPD) of a structure of composition C19H32B2BrCl2INO3 at a distorted geometry.

Its calculated total energy is -4865.76188 hartree. The HOMO energy is -4.877 eV. As for the HOMO-LUMO gap: 7.328 eV. Its total charge is -1.

Element x y z (Å)
1 I -2.73360 0.14557 -3.09741
2 Br 0.35888 -1.41209 -3.34537
3 Cl 3.93290 5.46831 -2.94687
4 Cl 0.95727 6.08572 -3.87628
5 O -0.28676 0.12800 -1.02066
6 O -2.86413 0.10358 1.73373
7 O -1.52386 -1.81096 -1.01196
8 N -2.54999 1.80595 0.02916
9 C -0.36578 -5.87677 -0.56845
10 C 0.35946 0.51041 1.23501
11 C -0.21404 -4.51696 -1.25847
12 C -1.04885 -1.65375 0.33804
13 C 1.29552 1.04650 3.54156
14 C -1.61921 2.79192 -0.50169
15 C 2.21352 -0.08393 4.00519
16 C 0.86755 2.16226 -3.13944
17 C 0.50423 3.45137 -3.48923
18 C -0.71006 -0.11933 0.33425
19 C 3.10249 2.91315 -2.68110
20 C 2.16680 1.89334 -2.73599
21 C 0.63608 -3.52695 -0.45852
22 C -0.06924 -2.82697 0.71109
23 C -3.74921 2.44746 0.54617
24 C 0.07012 0.60083 2.73780
25 C 0.97510 -2.49951 1.77545
26 C 2.73981 4.20639 -3.03006
27 C 1.43868 4.47566 -3.43563
28 B -2.08970 0.65049 0.69944
29 B -0.96923 -0.80507 -1.83237
30 H -4.13581 3.14866 -0.19696
31 H 0.13810 1.36567 -3.16500
32 H -2.09419 3.36499 -1.30287
33 H -0.49151 -6.68151 -1.29634
34 H -3.09364 0.73680 2.42688
35 H -3.56638 3.02281 1.46837
36 H -1.90975 -1.78866 0.99111
37 H 1.63195 -0.93301 4.36908
38 H 0.54404 -2.05007 2.66879
39 H 2.86712 -0.44527 3.21021
40 H 2.43850 0.88291 -2.45939
41 H 0.51282 -6.11840 0.03788
42 H -0.33007 -0.33596 3.13087
43 H 0.46387 1.54207 0.88305
44 H 0.22991 -4.64157 -2.24825
45 H 1.46649 -4.09763 -0.02247
46 H 1.75715 -1.84276 1.39165
47 H -0.75076 2.29392 -0.92306
48 H -1.23088 -5.91288 0.09715
49 H 2.85560 0.25006 4.82231
50 H 0.96509 1.60946 4.41838
51 H 4.12005 2.72362 -2.36672
52 H 1.86974 1.74996 2.92933
53 H -1.30784 3.50151 0.27795
54 H 1.46651 -3.42438 2.08706
55 H -0.71667 1.34690 2.89253
56 H -1.19428 -4.07930 -1.42592
57 H -0.72796 -3.57764 1.16684
58 H -0.50867 3.66943 -3.80072
59 H -4.51833 1.70283 0.74431
60 H 1.08960 -2.78962 -1.11735
61 H 1.33544 0.05243 1.05389

Force components x, y, z for each atom (eV/Å):
-0.1 0.1 -0.1
0.0 -0.2 0.0
0.0 0.0 0.0
0.0 0.0 0.0
0.0 -0.1 0.1
0.3 0.0 0.4
0.1 -0.1 0.1
0.3 0.7 1.2
0.0 -0.1 0.0
0.3 -0.1 0.0
0.0 0.1 0.0
0.1 -0.1 -0.3
0.0 0.0 0.0
0.0 -0.2 -0.4
0.0 0.0 0.0
0.0 0.0 0.0
0.0 0.0 0.0
-0.3 0.1 0.2
0.0 0.0 0.0
0.1 0.0 0.0
0.1 0.0 0.1
0.0 0.1 0.0
-0.1 -0.1 -0.2
-0.1 0.1 -0.1
0.0 0.0 0.1
0.0 0.0 0.0
0.1 0.0 0.0
-0.2 -0.3 -0.5
0.1 -0.1 0.1
0.0 0.0 0.0
0.0 0.0 -0.1
0.0 0.0 0.0
0.0 0.0 0.0
-0.2 -0.1 -0.4
0.0 0.0 0.0
0.0 0.0 0.0
0.0 0.0 0.0
0.0 0.0 -0.1
-0.1 0.0 -0.1
0.0 0.0 0.0
0.0 0.0 -0.1
0.0 0.0 0.0
0.1 0.0 -0.1
0.1 0.0 0.0
0.1 0.0 -0.1
-0.1 0.0 0.0
0.0 0.0 0.1
0.0 0.1 0.0
0.0 0.0 0.0
0.0 0.0 0.0
0.0 0.0 0.0
0.0 0.1 0.1
0.0 0.0 0.0
0.0 0.0 0.0
0.0 0.0 0.0
-0.1 0.0 -0.1
0.0 0.0 0.0
0.0 0.0 0.0
0.0 0.0 0.0
-0.1 0.1 -0.1
-0.1 -0.1 0.0

4.
The following is a DFT calculation (ωB97M-V/def2-TZVPD) of a cluster of 7 separate species, C34H78BI2N3O11S in total at a distorted geometry.

Its calculated total energy is -3352.44776 hartree. The HOMO energy is -7.900 eV. As for the HOMO-LUMO gap: 6.974 eV.

Element x y z (Å)
1 I -5.62418 -0.95641 -1.42125
2 I -3.28512 2.92339 0.96930
3 S -0.25366 -2.54278 0.62789
4 O -2.76909 2.42792 -2.57667
5 O -2.66442 -0.05538 -2.28975
6 O 1.76596 3.09019 5.44482
7 O 2.25550 -4.36331 -3.17686
8 O -2.71226 -0.00386 2.42553
9 O -1.68493 1.03963 -4.21232
10 O -2.99980 -2.10902 2.90988
11 O 5.25439 0.90593 -0.80250
12 O -5.58948 5.98421 3.00488
13 O -0.38825 0.04317 -9.04865
14 O 1.41644 -5.48362 3.45338
15 N -0.88994 -1.17382 -0.25880
16 N -2.70755 0.23429 -0.90886
17 N -3.03862 -1.60002 0.66349
18 C 1.95613 -6.72075 3.88941
19 C 0.33598 1.06513 -0.66832
20 C 1.03039 0.71549 1.84741
21 C -4.13587 0.40827 -0.61342
22 C -0.58908 -0.09606 -7.65137
23 C -1.47521 0.57722 -9.78818
24 C 0.06117 -0.42317 -1.13119
25 C -1.88073 1.97447 -9.35290
26 C -1.74608 -1.01174 -7.29137
27 C -0.23042 -5.24415 5.26782
28 C -2.16173 -0.87147 -0.16722
29 C 5.77149 -0.85754 -2.43592
30 C -6.13891 1.56430 0.43305
31 C -4.60688 1.42720 0.13981
32 C 1.46332 -1.14541 -1.26759
33 C 0.05330 -5.24326 3.77716
34 C 2.53378 -5.52521 -2.40869
35 C 1.21675 4.23913 6.06755
36 C -6.01245 8.39259 2.73665
37 C 7.41115 2.06627 -1.03421
38 C -3.87737 6.25140 4.75017
39 C 0.01356 1.36197 0.83443
40 C -2.92517 -1.20675 2.06862
41 C -6.39572 7.08121 3.40039
42 C 1.24304 -7.93305 3.31624
43 C 6.57201 1.04136 -0.29175
44 C 0.90874 1.45571 7.07025
45 C 2.09751 2.00777 6.30348
46 C 2.13500 4.87471 7.09721
47 C 5.14426 0.49695 -2.15562
48 C 0.96710 -5.49697 -4.94069
49 C 2.10044 -4.55475 -4.57465
50 C 3.82018 -6.22569 -2.80774
51 C -4.20113 6.09602 3.27475
52 B -2.39707 1.14946 -3.01231
53 H 1.02931 4.95993 5.26894
54 H 0.24043 4.00280 6.50445
55 H -1.59897 -2.00193 -7.72933
56 H 0.12594 1.13224 6.38078
57 H 5.32682 -1.62372 -1.79641
58 H -4.99881 8.70166 2.99783
59 H -6.42879 0.61612 0.95835
60 H -3.76618 6.91283 2.68741
61 H 2.05142 -1.12380 -0.32417
62 H -0.01689 -6.21305 5.72376
63 H -6.73395 1.62580 -0.50681
64 H 0.02237 -5.13700 -4.52647
65 H -4.30271 7.16541 5.16805
66 H 2.90617 2.29867 6.98340
67 H -6.05499 8.29666 1.64933
68 H -1.28019 -5.01164 5.45408
69 H 0.33332 -0.51890 -7.24775
70 H 4.07594 0.44184 -2.37436
71 H 0.73100 1.10905 2.85718
72 H -2.79603 6.28808 4.89886
73 H 3.04544 -4.88553 -5.01837
74 H -0.32881 -0.38026 -2.18159
75 H 1.89115 -3.56981 -4.99716
76 H 0.12899 2.47403 0.96592
77 H 4.66770 -5.54112 -2.73084
78 H 2.34641 4.19933 7.92801
79 H 1.72843 -8.85196 3.65176
80 H 3.78545 -6.58962 -3.83573
81 H 6.92434 3.04376 -1.01652
82 H 1.67773 5.77664 7.50902
83 H -1.14849 0.61047 -10.82918
84 H -2.32872 -0.10881 -9.75475
85 H -7.41879 6.82705 3.11627
86 H -6.39445 7.17814 4.49160
87 H 1.26112 -7.90628 2.22421
88 H 1.21386 0.60186 7.67871
89 H -6.33355 2.39124 1.14884
90 H 6.46495 1.35612 0.74781
91 H 1.68266 -6.21430 -2.44345
92 H 4.00238 -7.08272 -2.15631
93 H -3.74461 5.17564 2.90647
94 H 2.02827 -0.53798 -2.02446
95 H 5.61770 -1.13923 -3.47953
96 H -0.14647 1.77905 -1.38920
97 H 6.84613 -0.85691 -2.24581
98 H 2.99700 -6.73255 3.55988
99 H -0.18959 -4.25772 3.37369
100 H 7.55916 1.79311 -2.08021
101 H -2.21887 2.63182 -1.79134
102 H 5.55479 1.26597 -2.81908
103 H 0.19771 -7.97609 3.62537
104 H 1.44032 1.23181 -0.79282
105 H -0.70576 0.88837 -7.18530
106 H 0.95281 -0.39399 1.92021
107 H 1.36516 -2.16412 -1.71438
108 H 7.07057 0.06615 -0.26868
109 H -2.98151 -2.60646 0.52725
110 H 0.86904 -5.56996 -6.02540
111 H 2.08081 1.07891 1.70028
112 H -1.16661 1.86122 -4.28514
113 H -6.69343 9.18820 3.04549
114 H 2.50163 1.22058 5.66410
115 H -2.69924 -0.62967 -7.66097
116 H 1.13131 -6.50370 -4.55258
117 H -1.03314 2.65922 -9.42832
118 H -0.59130 -5.95779 3.25318
119 H -1.82691 -1.11550 -6.20777
120 H 3.09135 5.14251 6.64214
121 H 2.61800 -5.19261 -1.37195
122 H -0.80751 -3.63491 0.00513
123 H 0.47062 2.20058 7.73660
124 H -4.28070 5.41168 5.32009
125 H -2.68966 2.34810 -9.98406
126 H 1.97890 -6.75846 4.98394
127 H 8.39552 2.15716 -0.57062
128 H 0.38907 -4.50085 5.77438
129 H -2.22789 1.99563 -8.31860
130 H -1.03216 1.13237 1.14783

Force components x, y, z for each atom (eV/Å):
1.1 0.4 0.1
-1.0 -0.8 -0.6
-0.1 -0.2 0.5
1.3 -1.2 0.3
1.4 0.9 -1.3
0.1 0.0 -0.2
-0.1 0.2 0.1
-0.2 -0.7 -3.0
-0.3 -0.1 1.3
-0.5 -1.1 -1.5
-0.2 0.0 0.1
-0.1 -0.2 -0.1
0.2 0.0 -0.1
0.2 0.1 -0.2
-0.2 -0.4 -0.9
-2.2 -1.1 1.1
1.0 1.1 -1.3
0.0 0.0 0.0
0.1 -0.2 0.5
-0.7 0.7 0.6
-0.2 1.2 1.0
-0.1 0.0 0.1
-0.1 0.0 0.0
1.9 0.6 -1.3
0.0 0.1 0.1
-0.1 0.0 -0.1
0.1 -0.1 0.1
-1.0 -0.4 0.4
0.1 -0.1 0.1
1.0 -0.4 0.7
-0.5 -0.4 -0.5
-0.4 0.4 -0.7
-0.1 0.0 0.0
0.0 -0.1 0.0
0.0 0.0 0.1
0.1 0.0 -0.1
0.0 0.0 -0.1
-0.1 0.1 0.1
0.7 0.6 0.1
0.5 1.0 4.7
0.0 0.1 0.0
-0.1 0.0 0.0
0.1 0.0 0.0
-0.1 0.1 0.0
-0.1 0.0 0.1
0.1 -0.1 0.1
0.1 0.0 -0.1
0.0 -0.1 0.1
0.0 -0.1 -0.1
0.1 0.0 -0.1
0.0 0.1 0.1
0.4 0.5 -0.6
0.1 -0.2 -0.1
0.0 0.0 0.1
0.0 0.0 0.0
0.1 0.0 0.0
0.0 0.0 -0.1
-0.1 0.0 0.1
0.1 0.8 -0.4
0.0 0.1 0.1
-0.5 -0.2 -0.6
-0.1 0.0 0.0
0.5 0.2 0.7
0.0 0.0 -0.1
0.1 0.0 0.0
0.0 0.0 0.1
0.0 0.0 0.0
0.1 0.0 -0.1
0.1 0.0 -0.2
0.0 0.1 0.2
0.3 -0.5 -0.8
0.0 0.0 0.0
0.0 -0.1 0.0
-0.1 -0.3 1.1
0.0 0.0 0.2
-0.2 -0.9 -0.2
0.0 0.0 0.0
-0.1 0.0 0.0
0.0 0.0 0.0
0.0 -0.1 0.0
0.0 0.0 0.0
0.0 0.0 0.0
0.1 -0.1 0.1
0.0 0.1 0.1
0.1 -0.2 0.0
0.0 0.1 0.0
0.0 0.0 0.0
0.0 0.0 0.0
0.1 -0.4 -0.8
-0.2 0.0 -0.1
0.0 -0.1 -0.1
0.0 0.1 0.0
-0.2 0.0 0.0
-0.5 -0.5 0.7
0.0 0.0 0.0
0.1 -0.5 0.8
0.0 0.0 -0.1
-0.1 0.2 0.0
0.1 0.0 0.0
0.1 0.0 0.0
-0.9 0.2 0.0
0.1 0.0 0.0
0.0 0.0 0.1
-1.0 -0.1 0.0
-0.1 0.0 0.0
0.3 0.7 -0.2
0.2 0.7 0.6
0.0 0.0 -0.1
0.2 0.3 0.4
0.0 0.0 0.0
-0.8 -0.6 -0.2
-0.6 -0.3 -0.4
0.0 -0.1 0.0
0.0 0.2 -0.1
0.0 0.0 0.1
0.0 0.0 -0.1
0.0 0.0 0.0
0.0 -0.1 0.1
0.0 0.0 0.0
-0.1 0.0 0.0
-0.1 0.2 -0.1
0.0 0.9 -0.1
0.1 0.0 0.1
0.0 0.0 -0.1
0.0 0.0 0.0
-0.1 -0.1 0.0
-0.1 0.0 0.0
-0.1 0.0 -0.1
-0.1 0.0 0.0
0.8 -0.1 -0.3